Computed, not measured: a structure of composition C31H29FGaN8O4S, with the ωB97M-V functional and the def2-TZVPD basis.

XYZ file:
```
75
Properties=species:S:1:pos:R:3:forces:R:3
Ga -0.29096 0.16483 0.46272 -0.6 -0.5 0.2
N -2.98361 -0.99851 3.58139 0.1 0.1 0.1
C -3.98211 -1.93624 3.22845 -0.2 -0.2 -0.1
C -5.06744 -2.11850 4.06564 0.1 0.1 0.0
C -6.05423 -3.04077 3.73922 0.0 0.0 0.0
C -5.95384 -3.77648 2.57397 0.0 0.0 -0.1
C -4.86557 -3.58992 1.72789 0.0 0.0 0.0
C -3.88750 -2.67308 2.05623 0.3 0.2 -0.1
S -2.49790 -2.46111 0.96151 -0.3 -0.2 0.1
N -1.56571 -1.27208 1.72921 0.1 0.1 0.2
C -1.88300 -0.72732 2.84858 -0.2 -0.3 -0.2
C -0.93000 0.28406 3.36657 0.2 0.2 0.4
C -0.89350 0.68951 4.69219 -0.1 -0.1 -0.2
C 0.06163 1.61453 5.08773 0.1 0.0 0.0
C 0.94994 2.11414 4.15087 -0.1 -0.1 0.1
C 0.85178 1.66420 2.84634 0.2 0.1 -0.1
N -0.05750 0.76657 2.47233 -0.1 -0.1 -0.4
H -3.16605 -0.45429 4.40482 0.0 0.1 0.0
H -5.14335 -1.53235 4.97477 0.0 0.0 0.0
H -6.89709 -3.17510 4.40265 0.0 0.0 0.0
H -6.71723 -4.49613 2.31331 0.0 0.0 0.0
H -4.78169 -4.15755 0.80916 0.0 0.0 0.0
H -1.57375 0.27669 5.42224 0.0 0.0 0.0
H 0.11252 1.93154 6.12059 0.0 0.0 0.0
H 1.70822 2.83377 4.42206 0.0 0.0 0.0
H 1.51414 2.02042 2.06728 0.0 0.0 0.0
C 0.74212 -2.79867 0.59498 0.0 -0.2 0.1
N 1.81555 -3.73912 0.38109 0.0 0.0 0.0
C 2.18818 -3.72773 -1.03794 0.0 0.0 0.0
N 2.61939 -2.39413 -1.45748 0.0 -0.1 -0.1
C 1.54364 -1.45871 -1.25229 0.1 0.0 -0.2
N 1.12859 -1.40745 0.19468 -0.5 0.6 0.1
C 2.35553 -1.04402 0.99749 0.3 0.0 0.2
N 3.42498 -1.98739 0.78485 0.0 0.0 0.0
C 2.98209 -3.32733 1.16627 0.0 0.0 0.0
C 3.77055 -1.98779 -0.64190 0.0 0.1 0.0
H 0.46819 -2.78988 1.65082 0.0 0.0 0.0
H -0.12345 -3.10267 0.00642 0.0 0.0 0.0
H 1.33102 -4.03878 -1.63839 0.0 0.0 0.0
H 3.00256 -4.43331 -1.19859 0.0 0.0 0.0
H 0.67508 -1.75228 -1.84743 0.0 0.0 0.0
H 1.87072 -0.46395 -1.55314 0.0 0.0 0.1
H 2.07202 -1.03594 2.05388 0.0 -0.1 0.0
H 2.69102 -0.05422 0.69495 -0.1 0.0 0.0
H 2.72526 -3.33584 2.22770 0.0 0.0 0.0
H 3.79256 -4.03572 0.99646 0.0 0.0 0.0
H 4.59206 -2.68300 -0.81160 0.0 0.0 0.0
H 4.08512 -0.98492 -0.93353 0.0 0.0 0.0
O 3.07684 1.64537 -0.67383 0.0 0.1 0.1
C 1.91686 1.98645 -0.76785 -0.2 -0.2 0.0
O 0.93505 1.42079 -0.09523 0.6 0.6 -0.2
C 1.46384 3.09862 -1.66248 0.0 0.0 0.1
C 0.28727 2.96354 -2.39374 0.1 0.0 0.1
C -0.14315 3.99458 -3.20663 0.0 0.1 -0.1
C 0.60287 5.16196 -3.24969 0.1 -0.3 0.2
C 1.77413 5.31344 -2.52723 0.0 0.2 -0.1
C 2.21471 4.26497 -1.73850 0.0 -0.1 -0.1
N 0.12730 6.27828 -4.08237 -0.1 0.3 -0.2
O -0.85187 6.08320 -4.77528 0.1 0.0 0.1
O 0.74093 7.32516 -4.01940 -0.1 -0.2 0.0
H -0.28371 2.04756 -2.32032 -0.1 0.1 0.0
H -1.04367 3.91799 -3.79755 0.0 0.0 0.0
H 2.32230 6.24140 -2.59345 0.0 0.0 0.0
H 3.13668 4.34619 -1.17885 0.0 0.0 0.0
F -5.25129 3.22181 -1.34941 0.0 0.0 0.0
C -4.17700 2.50265 -0.99783 0.1 -0.1 0.0
C -3.13813 3.12634 -0.33278 0.0 0.1 0.0
C -2.03528 2.36645 0.02445 0.0 -0.1 0.0
C -1.96901 0.99970 -0.26100 0.7 -0.4 0.2
C -3.03208 0.40929 -0.94007 0.0 0.1 0.0
C -4.13783 1.15898 -1.31738 -0.1 0.0 -0.1
H -3.19298 4.18453 -0.11394 0.0 0.0 0.0
H -1.20114 2.85458 0.51706 0.0 0.1 0.0
H -3.01015 -0.64220 -1.19180 0.0 0.0 0.0
H -4.96571 0.72004 -1.85856 0.0 0.0 0.0
```
Positions in Å, forces in eV/Å.

As for the LUMO energy: -3.9497 eV. As for the energy relative to the best compared isomer or geometry (same formula, charge and spin): 62.4 kcal/mol. The molecular weight is 698.4 g mol⁻¹. For the HOMO energy, the calculation gives -0.399 Eh. The calculation puts the total energy at -118651.0013 eV. The net charge is +1. The max |F| is 0.90 eV/Å. Its HOMO-LUMO gap is 6.91 eV.

Computed, not measured: the molecule C9H12ClNO2S in a non-equilibrium geometry, with the ωB97M-V functional and the def2-TZVPD basis.

XYZ file:
```
26
Properties=species:S:1:pos:R:3:forces:R:3
C 2.81634 -2.24963 -0.38777 3.3 -0.9 -0.1
C 1.63109 -2.99729 -0.25279 -4.0 1.5 0.0
C 2.81167 -0.88275 -0.34126 0.0 1.4 -0.9
C 0.43763 -2.30270 -0.33162 -1.1 -2.0 -0.1
C 1.62125 -0.22975 -0.36605 3.1 2.0 -0.1
C 0.39919 -0.88878 -0.41092 -4.4 -2.1 0.6
C -1.89876 2.04046 -0.82459 1.0 3.9 -2.9
C -0.86326 1.22248 1.28870 -0.5 3.6 0.1
C -0.86120 -0.03060 -0.69707 1.7 -2.1 2.3
N -1.01456 1.17393 -0.13775 -0.7 -1.3 0.3
O -3.41592 -0.46406 1.60590 -0.6 -0.3 0.4
O -2.11690 -1.16502 -0.30814 -1.1 -1.0 0.2
S -3.41254 -1.42614 0.52976 1.5 1.4 -0.9
Cl -4.97256 -0.67514 -0.85764 0.4 -0.1 0.2
H 3.70961 -2.85061 -0.61574 -0.2 0.8 0.1
H 1.75878 -4.02224 -0.18322 -0.5 -1.9 0.3
H 3.73986 -0.43010 -0.62395 0.3 0.8 0.4
H -0.55538 -2.81082 -0.32565 1.1 0.2 0.1
H 1.41473 0.75883 -0.65760 1.3 1.7 -0.1
H -2.96976 1.96109 -0.98568 -0.2 -1.6 0.3
H -1.88944 3.12454 -0.54658 0.6 -0.9 1.0
H -1.36166 2.21659 -1.81731 -1.3 -0.6 0.6
H -0.17064 0.44791 1.52235 0.9 0.0 0.9
H -0.68824 2.34644 1.49389 1.1 -1.8 0.1
H -1.77655 1.13905 1.85332 -0.7 -1.0 -0.2
H -1.04629 -0.10704 -1.70003 -0.8 0.3 -2.6
```
Positions in Å, forces in eV/Å.

As for the LUMO energy (alpha / beta): 0.5512 / -3.1699 eV. The molecular weight is 233.7 g mol⁻¹. Its expectation value of S² is 2.04. For the HOMO energy (alpha / beta), the calculation gives -0.197 / -0.350 Eh. The calculation puts the total energy at -38463.4945 eV. As for the spin multiplicity: 3. The max |F| is 4.97 eV/Å. Its HOMO-LUMO gap (alpha / beta) is 5.92 / 6.36 eV.

Computed, not measured: the ion C3H4NO with charge +1 in a non-equilibrium geometry, with the ωB97M-V functional and the def2-TZVPD basis.

XYZ file:
```
9
Properties=species:S:1:pos:R:3:forces:R:3
C -1.69519 -0.57185 0.03401 0.1 0.5 0.1
C 1.08053 -0.10655 -0.12805 -3.0 -2.3 -2.0
C 0.09592 0.83413 0.28211 -0.2 2.1 1.4
N -2.30206 -1.49221 -0.24841 -0.4 -1.1 -0.3
O -1.18995 0.58693 0.38084 1.7 1.4 0.2
H 0.81354 -1.12714 0.36568 1.0 1.4 -0.5
H 0.73602 -0.40245 -1.25985 0.9 0.7 2.1
H 2.02692 0.35763 -0.09160 1.3 -0.3 0.1
H 0.43428 1.92152 0.66528 -1.4 -2.4 -1.0
```
Positions in Å, forces in eV/Å.

As for the LUMO energy: -7.5706 eV. As for the energy relative to the best compared isomer or geometry (same formula, charge and spin): 64.6 kcal/mol. The molecular weight is 70.1 g mol⁻¹. For the HOMO energy, the calculation gives -0.653 Eh. The calculation puts the total energy at -6701.8701 eV. The net charge is +1. The max |F| is 4.30 eV/Å. Its HOMO-LUMO gap is 10.21 eV.

Computed, not measured: the molecule CH4N2OS in a non-equilibrium geometry, with the ωB97M-V functional and the def2-TZVPD basis.

XYZ file:
```
9
Properties=species:S:1:pos:R:3:forces:R:3
C 0.24101 0.82255 0.07129 1.8 0.3 -1.0
H -2.69979 -0.28463 0.81282 -0.7 0.3 -0.5
H -0.32528 -1.21167 0.34622 1.1 -1.1 -0.3
H -0.07345 1.85095 -0.12005 -1.0 -0.5 0.9
H 2.54099 -0.91353 -0.50528 -2.6 0.5 0.6
N -0.60085 -0.27821 0.29811 -1.0 4.0 -0.5
N 1.49990 0.73187 -0.24058 -2.4 -2.4 0.7
O 1.55081 -0.72637 -0.28463 5.3 -0.5 -0.9
S -2.13334 0.00904 -0.37790 -0.5 -0.7 1.0
```
Positions in Å, forces in eV/Å.

As for the LUMO energy: 0.7277 eV. As for the energy relative to the best compared isomer or geometry (same formula, charge and spin): 80.3 kcal/mol. The molecular weight is 92.1 g mol⁻¹. For the HOMO energy, the calculation gives -0.324 Eh. The calculation puts the total energy at -16961.7077 eV. The max |F| is 5.44 eV/Å. Its HOMO-LUMO gap is 9.55 eV.

Computed, not measured: the molecule C6H11NO in a non-equilibrium geometry, with the ωB97M-V functional and the def2-TZVPD basis.

XYZ file:
```
19
Properties=species:S:1:pos:R:3:forces:R:3
C 1.94720 0.42328 0.21640 1.8 -0.3 1.3
C 0.61481 0.53807 -0.48611 0.3 0.1 1.0
C 0.38324 -0.77552 -1.17431 -0.3 -0.3 -1.5
C -0.33005 -0.88102 1.06024 0.8 0.5 2.1
C -0.68364 0.47958 0.38947 -1.7 -1.9 -0.1
C -2.06272 0.23574 -0.23318 -1.4 -0.7 -1.0
H 2.65836 1.16430 -0.12739 0.0 0.4 -0.8
H 2.07751 0.61045 1.32041 -1.0 -0.3 -0.7
H 2.46357 -0.54688 0.02577 -0.6 0.6 0.2
H -0.43662 -0.80199 -1.89489 -0.2 0.1 0.3
H 1.23672 -1.20742 -1.68177 0.4 0.2 -0.2
H 0.43734 -0.77475 1.85229 -0.1 -0.2 -0.5
H -1.15707 -1.45002 1.56798 0.4 0.8 -0.9
H -2.86382 0.61950 0.44262 0.7 -0.1 -0.2
H -2.35849 -0.86444 -0.42176 0.8 1.6 0.3
H -2.21165 0.79475 -1.18389 0.3 -0.4 0.5
H 0.27204 2.38336 0.52989 0.2 -1.0 -1.0
N -0.16526 1.71820 -0.14660 0.4 0.4 0.9
O 0.17853 -1.66518 -0.05515 -0.7 0.6 0.3
```
Positions in Å, forces in eV/Å.

As for the LUMO energy: 0.9574 eV. As for the energy relative to the best compared isomer or geometry (same formula, charge and spin): 120.2 kcal/mol. The molecular weight is 113.2 g mol⁻¹. For the HOMO energy, the calculation gives -0.313 Eh. The calculation puts the total energy at -9933.2400 eV. The max |F| is 2.55 eV/Å. Its HOMO-LUMO gap is 9.48 eV.

Computed, not measured: the ion C30H26NO with charge +1 in a non-equilibrium geometry, with the ωB97M-V functional and the def2-TZVPD basis.

XYZ file:
```
58
Properties=species:S:1:pos:R:3:forces:R:3
C -0.92098 4.61524 0.07695 0.1 -0.4 0.1
C 0.01350 3.90426 0.84132 0.1 -0.4 0.1
C 0.30414 2.57018 0.54828 0.0 -0.3 -0.1
C -0.36407 1.89492 -0.52062 -0.2 0.9 0.1
C -0.14392 0.52060 -0.89074 0.2 -0.1 -0.7
C 1.09511 -0.24057 -0.48230 -0.1 2.1 -1.4
N -1.00812 0.00802 -1.83353 0.1 0.4 1.4
C -0.64784 -0.71221 -2.97919 2.0 -1.7 -1.5
C -1.65842 -0.84790 -4.07139 -0.2 0.2 -0.1
C -1.42644 -1.84893 -5.03052 -0.4 -0.2 -0.2
C -2.39629 -2.13761 -5.99728 -0.2 0.4 0.1
C -3.58092 -1.37945 -6.05880 0.3 0.1 0.3
C -3.75334 -0.30224 -5.17251 0.2 -0.1 -0.1
C -2.78528 -0.02324 -4.19818 -0.3 -0.5 -0.1
O 0.46901 -1.20273 -3.11087 -1.5 0.6 0.4
C -1.19519 2.69437 -1.35366 -0.2 0.0 0.1
C -1.49463 4.01255 -1.04242 0.0 -0.4 -0.1
H -1.18812 5.63534 0.34383 0.1 -0.2 -0.1
H 0.50294 4.39061 1.69052 -0.1 -0.2 -0.4
H 1.05151 2.02074 1.13135 -0.5 0.3 -0.1
H 1.42011 -0.73432 -1.40657 0.1 0.1 0.2
H 1.81186 0.52788 -0.18666 0.2 0.0 -0.4
H -1.96477 0.35154 -1.85425 0.4 0.2 0.1
H -0.49792 -2.41853 -5.01214 -0.3 0.1 0.2
H -2.23757 -2.95357 -6.70906 0.0 0.4 0.3
H -4.35925 -1.61800 -6.79981 0.5 0.2 0.4
H -4.64793 0.32145 -5.24500 0.4 -0.2 0.0
H -2.91278 0.84440 -3.55035 -0.2 -0.2 -0.1
H -1.55942 2.28627 -2.29750 0.0 0.2 0.3
H -2.19032 4.55335 -1.67636 0.2 0.0 0.1
C 1.08743 -1.22251 0.64207 -0.5 -1.4 1.3
C 2.37599 -2.06552 0.52954 0.0 0.6 -0.1
C 2.47647 -2.98009 -0.51968 0.1 -0.3 0.2
C 3.54375 -3.87374 -0.57219 0.4 0.3 0.3
C 4.54997 -3.81046 0.41126 -0.4 0.2 0.0
C 4.50684 -2.81560 1.39815 0.0 0.0 -0.6
C 3.45999 -1.88952 1.39598 -0.2 -0.5 0.1
C 0.92637 -0.59205 2.02087 -0.8 -0.2 0.0
C -0.19530 0.01874 2.45195 1.0 -0.9 -0.7
C -0.37475 0.52399 3.79960 -0.3 0.4 1.3
C -1.65661 0.96433 4.18867 0.6 0.1 -0.1
C -1.86179 1.55092 5.43328 0.3 0.1 0.4
C -0.79035 1.69574 6.33150 -0.1 -0.4 -0.3
C 0.47219 1.18998 5.98408 -0.2 0.0 -0.2
C 0.68376 0.59610 4.73748 -0.6 0.4 -0.1
H 0.21622 -1.89929 0.50599 0.5 0.1 0.0
H 1.72179 -2.97340 -1.31105 0.1 -0.2 0.3
H 3.60150 -4.60675 -1.37940 0.0 0.2 0.3
H 5.38280 -4.51121 0.38472 -0.2 0.1 0.0
H 5.29313 -2.73733 2.15300 -0.2 0.0 -0.4
H 3.49562 -1.04011 2.07808 -0.1 -0.4 0.0
H 1.71253 -0.80995 2.74582 -0.3 0.3 -0.3
H -1.05581 0.12847 1.78385 0.2 0.0 0.1
H -2.47750 0.85840 3.47888 0.1 0.1 0.2
H -2.85368 1.90986 5.70860 0.3 -0.1 -0.1
H -0.94829 2.16032 7.31010 0.1 -0.2 -0.4
H 1.30054 1.27149 6.68968 -0.2 0.0 -0.2
H 1.67253 0.22672 4.46658 -0.2 0.2 0.2
```
Positions in Å, forces in eV/Å.

As for the LUMO energy: -5.3645 eV. As for the energy relative to the best compared isomer or geometry (same formula, charge and spin): 5.0 kcal/mol. The molecular weight is 416.5 g mol⁻¹. For the HOMO energy, the calculation gives -0.398 Eh. The calculation puts the total energy at -35062.2706 eV. The net charge is +1. The max |F| is 2.99 eV/Å. Its HOMO-LUMO gap is 5.47 eV.